[1]
Molecular formula: C24H42N6O9
Method: DFT, the ωB97M-V functional and the def2-TZVPD basis

Output
Gap between HOMO and LUMO ... 7.46 eV
Molecular weight ... 558.63 g mol⁻¹
HOMO level ... -7.82 eV
Strongest force on any atom ... 5.20 eV/A
SMILES ... C[N+](=O)[O-].C[N+](=O)[O-].C[N+](=O)[O-].c1cc[nH]c1.c1cc[nH]c1.c1cc[nH]c1.CC(C)=O.CC(C)=O.CC(C)=O
Lowest unoccupied orbital energy ... -0.362 eV
ΔE to the lowest compared entry with this formula, charge and spin ... 516.5 kJ/mol

Cartesian coordinates (Å):
C  14.8757  13.4916  9.5460
N  14.3275  14.1339  8.2725
O  13.6110  13.3903  7.6061
O  14.7087  15.2231  7.9814
H  15.5297  12.7604  9.2520
H  14.0826  13.2133  10.1737
H  15.4082  14.3107  10.0953
C  10.4961  15.7732  12.6465
N  10.6113  16.1552  11.3175
O  9.8767  16.9991  10.8630
O  11.5180  15.6318  10.6097
H  11.5020  15.9431  13.2025
H  10.2194  14.7200  12.6294
H  9.7248  16.3451  13.1301
C  9.4436  11.4473  11.6642
N  9.6631  11.7341  13.1066
O  9.0574  12.7007  13.5610
O  10.4273  11.0356  13.7834
H  10.0252  10.5519  11.4596
H  9.7870  12.2861  11.1125
H  8.3957  11.3886  11.5240
N  6.4171  11.5051  9.6971
C  6.3594  10.5867  8.6443
C  5.6625  9.5037  9.1304
C  5.1448  9.8270  10.3977
C  5.5978  11.0879  10.6923
H  6.6312  12.5061  9.5848
H  6.8826  10.7324  7.7386
H  5.4877  8.6927  8.4195
H  4.5499  9.1752  11.0107
H  5.3211  11.7039  11.5272
N  6.2511  14.8666  10.6907
C  5.1876  15.4840  11.3236
C  5.3979  15.3915  12.6893
C  6.6397  14.7408  12.8903
C  7.2023  14.4477  11.6381
H  6.3221  14.6257  9.6816
H  4.3441  15.8718  10.8796
H  4.6992  15.8523  13.4328
H  7.0265  14.5834  13.8387
H  8.0519  13.8959  11.2935
N  9.3886  7.7236  11.1681
C  9.7228  8.0675  9.8860
C  10.9842  7.5252  9.6453
C  11.3611  6.8058  10.7776
C  10.3120  6.8980  11.7220
H  8.5112  7.9718  11.6285
H  9.1155  8.6614  9.1963
H  11.5729  7.5933  8.7477
H  12.3006  6.2742  10.9865
H  10.2691  6.4314  12.6760
C  15.2283  12.8771  13.8239
C  14.6037  12.1542  12.6129
O  15.2667  11.4883  11.8146
C  13.0866  12.2976  12.6502
H  14.4955  13.4426  14.4183
H  15.9436  13.6790  13.4373
H  15.9008  12.3011  14.3968
H  12.5352  11.7174  11.9077
H  12.7533  13.3835  12.4974
H  12.8266  12.0181  13.7034
C  8.1379  9.9230  15.7185
C  7.3811  10.2575  14.4761
O  7.7101  9.7733  13.4071
C  6.2029  11.1476  14.7216
H  7.7421  9.1098  16.3004
H  8.2282  10.7902  16.4048
H  9.1410  9.6560  15.4449
H  6.6245  12.1482  14.9347
H  5.7151  10.7910  15.6364
H  5.4802  11.0971  13.9161
C  8.6011  15.6497  7.7061
C  9.1993  14.4683  8.3916
O  8.6887  13.8000  9.2560
C  10.4793  14.0236  7.7343
H  9.2774  16.5140  7.8253
H  7.5627  15.8338  8.0514
H  8.6783  15.4008  6.6697
H  10.9676  13.3931  8.4858
H  11.0162  14.9792  7.6043
H  10.3170  13.5414  6.7892

Forces on the atoms, in the same order (eV/Å):
-0.15 4.21 0.37
-0.03 -2.60 0.77
0.23 0.88 0.21
0.00 1.19 -0.50
1.28 -2.01 -0.56
-1.14 -0.89 0.29
-0.24 -0.75 -0.68
1.34 -0.85 3.55
2.26 0.69 -4.63
-0.45 0.07 0.24
-1.46 0.34 1.56
-1.68 -0.48 -1.16
0.15 -0.06 0.36
-0.29 0.17 0.03
1.12 -0.80 0.92
0.69 -0.01 1.25
0.32 -0.40 -0.11
-1.08 0.93 -1.29
-0.37 -0.06 -0.28
0.52 0.83 -0.46
-0.98 -0.49 -0.13
-0.38 1.34 -1.30
0.03 0.02 2.25
0.17 0.14 -2.20
0.12 -0.14 0.11
-0.42 -0.66 0.59
0.19 -1.07 0.07
0.40 0.16 -0.64
-0.13 -0.17 0.88
-0.14 0.12 0.15
0.33 0.23 0.13
0.42 -0.11 -0.24
1.92 -1.52 1.62
-0.68 0.81 -0.41
-0.10 0.31 -2.12
-2.40 0.43 0.51
-0.02 0.65 1.42
-1.39 0.68 -1.39
0.96 -0.70 -0.70
1.02 -0.48 1.37
0.13 0.07 0.26
-1.60 -0.03 0.28
1.04 0.04 -0.45
-0.64 0.31 -0.25
-0.33 -0.80 2.02
2.05 0.37 -1.94
0.49 -0.03 -0.34
0.03 -0.25 0.75
-0.12 0.19 -0.16
-0.62 0.28 -0.37
-0.39 0.10 0.55
0.54 2.35 -1.81
0.80 -0.73 0.02
-1.39 1.38 1.38
-0.29 0.93 0.07
0.21 -0.59 -0.04
-0.93 -0.85 0.09
0.33 -1.14 0.79
0.30 -0.25 0.19
0.71 -1.24 0.35
-0.21 0.14 -1.01
1.12 1.03 0.68
-0.15 -0.95 0.01
-0.51 0.46 0.30
0.11 -0.05 0.17
-0.61 -0.40 0.02
-0.26 -0.35 -0.39
0.51 -0.24 -0.17
-0.52 -0.26 -0.31
0.08 0.18 -0.05
0.09 0.43 -0.24
-0.44 0.51 1.22
0.39 -0.74 -1.61
-0.64 0.01 0.61
0.38 1.19 1.87
-0.52 -0.16 0.24
0.73 0.19 -0.38
-0.41 -0.03 -0.90
0.28 -0.03 -0.65
0.42 -0.71 -0.27
-0.08 -0.27 -0.38

Charge distribution, Löwdin scheme, values in e:
1 C 0.063
2 N -0.428
3 O 0.038
4 O 0.085
5 H 0.070
6 H 0.052
7 H 0.118
8 C 0.003
9 N -0.444
10 O 0.096
11 O 0.015
12 H 0.151
13 H 0.083
14 H 0.101
15 C 0.055
16 N -0.391
17 O 0.027
18 O 0.046
19 H 0.097
20 H 0.071
21 H 0.067
22 N 0.012
23 C -0.119
24 C -0.125
25 C -0.105
26 C -0.158
27 H 0.108
28 H 0.091
29 H 0.099
30 H 0.090
31 H 0.103
32 N 0.010
33 C -0.127
34 C -0.111
35 C -0.112
36 C -0.121
37 H 0.132
38 H 0.078
39 H 0.109
40 H 0.058
41 H 0.053
42 N -0.001
43 C -0.144
44 C -0.130
45 C -0.122
46 C -0.125
47 H 0.140
48 H 0.104
49 H 0.086
50 H 0.094
51 H 0.094
52 C -0.029
53 C -0.467
54 O 0.045
55 C -0.044
56 H 0.075
57 H 0.106
58 H 0.061
59 H 0.074
60 H 0.100
61 H 0.091
62 C -0.029
63 C -0.502
64 O 0.047
65 C -0.008
66 H 0.085
67 H 0.101
68 H 0.064
69 H 0.092
70 H 0.090
71 H 0.072
72 C -0.008
73 C -0.503
74 O 0.029
75 C -0.022
76 H 0.103
77 H 0.090
78 H 0.080
79 H 0.081
80 H 0.095
81 H 0.091

[2]
Molecular formula: C24H17N11O3STa
Method: DFT, the ωB97M-V functional and the def2-TZVPD basis

Output
Gap between HOMO and LUMO ... 7.11 eV
Charge ... +1
Molecular weight ... 720.49 g mol⁻¹
HOMO level ... -11.61 eV
Strongest force on any atom ... 0.80 eV/A
Lowest unoccupied orbital energy ... -4.500 eV
ΔE to the lowest compared entry with this formula, charge and spin ... 0.0 kJ/mol

Cartesian coordinates (Å):
Ta  -0.2592  -0.6990  0.1614
C  1.3318  -5.0394  -0.4237
O  2.4083  -4.1914  -0.8590
C  2.1542  -3.4472  -1.9790
C  2.8385  -3.7081  -3.1528
C  2.6375  -2.9276  -4.2891
C  1.7458  -1.8766  -4.2560
C  1.0557  -1.5859  -3.0741
C  0.1282  -0.4878  -3.0314
N  -0.4697  -0.0770  -1.9664
N  -1.3616  0.9705  -2.1691
C  -2.1088  1.0919  -1.1299
O  -1.9497  0.2431  -0.1005
C  -3.1310  2.1262  -0.9858
C  -4.1662  1.9477  -0.0664
C  -5.1238  2.9354  0.0855
C  -5.0404  4.1012  -0.6654
C  -4.0093  4.2784  -1.5783
C  -3.0561  3.2913  -1.7478
C  1.2653  -2.3750  -1.9406
O  0.6087  -2.0760  -0.8038
H  1.7791  -5.8198  0.1855
H  0.8322  -5.4908  -1.2810
H  0.6068  -4.4785  0.1681
H  3.5350  -4.5362  -3.1641
H  3.1816  -3.1531  -5.1951
H  1.5778  -1.2644  -5.1324
H  -0.1095  0.0402  -3.9509
H  -4.2378  1.0272  0.5008
H  -5.9356  2.7952  0.7863
H  -5.7829  4.8774  -0.5365
H  -3.9410  5.1940  -2.1492
H  -2.2398  3.4240  -2.4442
N  3.0994  -2.0134  2.6717
C  2.5095  -2.0311  1.4830
N  1.4190  -1.2827  1.5587
C  1.4020  -0.8446  2.8517
N  2.4100  -1.2680  3.5619
C  0.2911  -0.0125  3.2858
C  0.1746  0.5323  4.5501
N  -0.8578  1.3033  4.8778
C  -1.7624  1.5232  3.9386
C  -1.6647  0.9764  2.6614
N  -0.6355  0.2003  2.3351
H  3.9500  -2.4754  2.9552
H  2.8495  -2.6016  0.6306
H  0.9290  0.3428  5.3030
H  -2.6059  2.1526  4.1906
H  -2.4146  1.1588  1.9084
N  -0.4244  5.2825  -0.6958
C  0.1896  4.4272  -0.2289
N  0.9207  3.4760  0.3445
C  0.8034  2.2573  0.2273
N  0.7943  1.0690  0.1269
S  -1.5880  -2.5921  1.0612
C  -2.8986  -1.8119  1.7875
N  -3.7904  -1.2639  2.2708

Forces on the atoms, in the same order (eV/Å):
-0.12 0.71 -0.18
-0.02 -0.01 0.00
0.02 0.01 0.03
0.01 -0.05 -0.01
-0.02 0.00 -0.01
0.00 0.01 0.00
0.02 -0.03 0.00
-0.01 0.05 -0.01
0.02 -0.04 -0.02
-0.12 0.04 0.20
-0.01 -0.01 -0.04
-0.13 -0.01 -0.03
-0.02 0.11 0.07
-0.02 0.03 0.01
-0.02 -0.03 0.01
0.02 -0.01 -0.01
-0.01 0.00 0.00
-0.01 0.03 0.00
0.04 -0.04 0.00
-0.19 0.09 -0.06
0.65 -0.44 -0.17
0.01 0.01 0.01
0.02 -0.01 -0.01
-0.01 0.00 -0.02
0.00 0.00 0.01
0.00 0.01 0.00
0.00 0.00 0.00
0.02 -0.01 -0.01
0.01 -0.01 0.01
0.00 0.00 0.00
0.00 0.00 0.00
0.01 0.00 0.00
0.00 0.01 0.00
-0.03 0.03 0.04
0.03 -0.07 -0.05
-0.10 -0.01 0.20
0.01 0.00 0.04
0.04 -0.01 -0.04
-0.01 -0.01 -0.03
-0.02 0.02 0.01
0.01 -0.01 0.00
-0.02 0.02 0.01
-0.01 -0.04 -0.02
-0.01 0.00 0.02
0.00 -0.01 -0.01
-0.02 0.02 -0.02
0.01 -0.01 -0.01
0.00 0.00 0.00
-0.01 -0.01 -0.01
0.01 -0.01 0.00
0.00 0.00 -0.07
-0.04 0.00 0.28
0.04 0.05 -0.42
0.04 -0.29 0.22
-0.10 -0.14 0.08
0.05 0.04 -0.03
0.03 0.03 0.02

Charge distribution, Löwdin scheme, values in e:
1 Ta 1.670
2 C -0.027
3 O -0.118
4 C -0.233
5 C 0.043
6 C -0.039
7 C -0.007
8 C -0.124
9 C 0.007
10 N -0.102
11 N 0.123
12 C -0.376
13 O -0.284
14 C -0.158
15 C -0.027
16 C -0.057
17 C -0.055
18 C -0.055
19 C -0.027
20 C -0.203
21 O -0.302
22 H 0.100
23 H 0.109
24 H 0.057
25 H 0.136
26 H 0.119
27 H 0.126
28 H 0.151
29 H 0.102
30 H 0.112
31 H 0.112
32 H 0.114
33 H 0.112
34 N 0.078
35 C -0.064
36 N -0.019
37 C -0.294
38 N 0.174
39 C -0.179
40 C -0.027
41 N 0.129
42 C -0.053
43 C -0.074
44 N 0.000
45 H 0.180
46 H 0.139
47 H 0.132
48 H 0.128
49 H 0.089
50 N 0.157
51 C -0.321
52 N 0.142
53 C -0.267
54 N -0.003
55 S 0.624
56 C -0.781
57 N 0.112